Entry from the OMol25 dataset: the molecule C3H7NO (wB97M-V/def2-TZVPD).

```
12
Properties=species:S:1:pos:R:3:mulliken_charge:R:1
C 0.379 0.992 0.742 -1.34
C -0.051 -0.369 0.197 0.61
N 1.213 -1.108 -0.115 -0.11
O 1.705 -1.615 0.859 -0.30
C -0.875 -0.265 -1.079 -1.23
H 0.945 1.550 -0.012 0.35
H 1.013 0.865 1.626 0.35
H -0.500 1.581 1.020 0.33
H -0.576 -0.932 0.977 0.35
H -0.309 0.259 -1.857 0.31
H -1.797 0.295 -0.892 0.35
H -1.148 -1.252 -1.466 0.34
```

DFT total energy   -6759.8494 eV
2S+1   1
Frontier orbital gap   0.3371 Ha
HOMO energy   -9.1 eV
ΔE to the lowest compared entry with this formula, charge and spin   66.90 kcal per mole
SMILES   CC(C)N=O